Here is a molecular structure, C32H34ClPW from the Open Molecules 2025 dataset. Energies are from the ωB97M-V functional and the def2-TZVPD basis.

Values from the calculation:
M ... 668.89 g/mol
LUMO level (alpha / beta) ... -7.55 / -7.64 eV
Calculated total energy ... -57354.26550 eV
Multiplicity ... 3
Net charge ... +2

XYZ file:
```
69
Properties=species:S:1:pos:R:3:forces:R:3:lowdin_charge:R:1
C -0.1084 -5.7458 -0.5911 -0.1418 -2.4797 -1.1709 -0.570
C -1.5747 -5.9765 -0.8540 -0.2576 0.6297 0.2650 -0.077
C 0.7368 -5.9514 -1.8310 0.1470 0.3648 0.0048 -0.066
C 0.4139 -6.5528 0.5797 0.1355 0.7430 0.5552 -0.061
Cl 0.0088 -3.7043 -0.0537 -1.8653 -2.5155 0.9729 0.649
H 0.6346 -7.0187 -2.0964 -0.0456 0.3013 0.2063 0.126
H 1.8001 -5.7720 -1.6696 -0.0670 0.0257 0.1033 0.093
H 0.4025 -5.3856 -2.6998 -0.1158 0.0621 0.1073 0.088
H -1.7048 -7.0481 -1.0486 0.2039 0.0836 0.0648 0.122
H -1.9312 -5.4530 -1.7392 0.0446 0.0714 0.0186 0.086
H -2.2072 -5.7287 0.0031 0.1445 -0.0153 -0.0988 0.102
H 0.2460 -7.6172 0.3525 -0.1211 0.3390 -0.2188 0.125
H -0.1093 -6.3533 1.5204 0.0407 0.0594 -0.2116 0.102
H 1.4889 -6.4436 0.7265 -0.0599 0.1345 -0.0153 0.096
C -0.6212 0.2082 -2.1097 -0.0329 -0.8997 -0.2824 -0.153
C 0.4972 -0.5865 -2.5019 -0.7498 -0.5857 -0.3993 -0.182
C 0.0922 -1.9818 -2.4263 -0.6833 0.4189 -0.9282 -0.286
H 1.3754 -0.2182 -3.0379 -0.2151 -0.1562 0.5915 0.137
C -1.3178 -2.0173 -2.0365 0.9100 0.5590 -0.2575 -0.146
C -1.7074 -0.6623 -1.7924 0.2528 -0.3255 -0.1059 -0.091
H -2.7248 -0.3538 -1.5515 0.4509 0.0139 0.1687 0.122
H -0.6720 1.2932 -2.1920 -0.1260 -0.4463 0.3634 0.093
H 0.6837 -2.8138 -2.7993 -0.2319 0.2218 0.0303 0.115
H -2.0093 -2.8998 -2.0786 0.9989 1.0280 0.5008 0.132
C 1.7586 -0.9531 1.5982 0.6171 -0.8145 -0.1522 -0.145
C 2.2568 -0.2277 0.4759 0.5237 -0.5403 0.3436 -0.180
C 2.6040 -1.1615 -0.5538 1.2506 -0.2229 0.7341 -0.170
H 2.5263 0.8173 0.4763 -0.5304 0.1269 -0.2477 0.109
C 2.3775 -2.4717 -0.0205 1.1667 0.5818 0.2807 -0.238
C 1.8094 -2.3499 1.2985 1.2336 1.6113 0.0447 -0.226
H 1.6110 -3.1519 2.0081 -0.2101 0.3248 -0.4273 0.126
H 1.4830 -0.5855 2.5669 -0.2235 0.4113 0.0542 0.114
H 3.0310 -0.9110 -1.5278 -0.0491 -0.1994 0.5843 0.141
H 2.7549 -3.4019 -0.4231 -0.5137 0.1340 -0.3963 0.126
W 0.4324 -1.4001 -0.3205 -1.8066 1.1191 -1.3053 1.297
C -0.8537 3.4117 4.7580 -0.2781 -0.6204 -0.4041 -0.048
C -0.8737 2.0071 4.5643 0.1025 0.2207 0.5619 -0.066
C -0.6525 1.4631 3.2923 0.1920 1.3876 -0.1607 -0.107
C -0.5044 2.3461 2.2022 -0.3668 -0.7784 0.7607 -0.381
C -0.6408 3.7435 2.3746 0.2731 -0.5451 0.6003 -0.099
C -0.7543 4.2837 3.6541 -0.0102 -0.4254 0.2112 -0.047
P -0.2108 1.6392 0.5326 -0.5361 2.5671 0.3426 1.100
C -1.6178 2.5917 -0.2408 -0.1998 -0.7061 -0.0887 -0.378
C -2.8725 2.0366 0.0563 0.0752 0.3434 -0.6598 -0.126
C -4.0174 2.5446 -0.5486 -0.2231 0.1998 -0.0043 -0.068
C -3.9244 3.6476 -1.4127 0.3095 0.0567 0.0170 -0.053
C -2.6762 4.2575 -1.6431 -0.5358 -0.3180 0.2796 -0.050
C -1.5242 3.7395 -1.0420 -0.1349 -0.2635 -0.1339 -0.084
C 1.1521 2.7761 0.0420 1.1649 -0.5822 -0.7318 -0.391
C 1.5303 2.8440 -1.3305 -0.1899 0.1554 0.7748 -0.121
C 2.5679 3.6695 -1.7378 0.1098 0.0676 0.1464 -0.062
C 3.2878 4.4127 -0.7852 -0.1167 -0.0854 -0.0155 -0.053
C 2.9908 4.2969 0.5712 -0.3023 -0.1221 -0.0374 -0.044
C 1.9374 3.4613 0.9815 0.1672 0.1108 -0.2251 -0.089
H -0.9574 3.8304 5.7622 0.0154 -0.2408 -0.3391 0.114
H -1.0366 1.3109 5.4168 0.2268 0.7769 -0.6229 0.119
H -0.5480 0.3928 3.1389 -0.2182 0.0776 0.0960 0.079
H -0.5551 4.4098 1.5294 -0.0964 -0.0173 -0.0898 0.109
H -0.7519 5.3788 3.7926 -0.0936 -0.7637 -0.0509 0.125
H -2.9396 1.2070 0.7545 -0.0587 -0.0304 -0.0809 0.106
H -4.9888 2.0789 -0.3350 0.4233 0.3332 -0.1263 0.117
H -4.8277 4.0478 -1.8887 0.4413 -0.1954 0.2098 0.117
H -2.6052 5.1359 -2.2903 -0.0384 -0.3031 0.2856 0.117
H -0.5721 4.2433 -1.2101 -0.2323 -0.2559 0.0071 0.106
H 0.9637 2.2892 -2.0787 0.2554 0.2339 0.1538 0.081
H 2.8034 3.7382 -2.8038 0.0081 0.0657 0.4284 0.117
H 4.0764 5.0866 -1.1083 -0.0933 -0.1470 0.0210 0.115
H 3.5380 4.8713 1.3345 -0.2136 -0.3543 -0.5387 0.124
H 1.7206 3.3871 2.0469 0.0993 -0.0063 -0.3632 0.107
```
Positions in Å, forces in eV/Å.

Here is a gas-phase ion, C3H7IN (charge +1) from the Open Molecules 2025 dataset. Energies are from the ωB97M-V functional and the def2-TZVPD basis.

Values from the calculation:
SMILES string ... [NH3+]C1(I)CC1
M ... 184.00 g/mol
ΔE to the lowest compared entry with this formula, charge and spin ... 46.76 kcal/mol
LUMO level ... -3.96 eV
Calculated total energy ... -12806.46097 eV
Net charge ... +1

XYZ file:
```
12
Properties=species:S:1:pos:R:3:forces:R:3:lowdin_charge:R:1
N 0.8627 0.5915 0.9873 -2.0661 0.5331 -0.0686 0.194
C -0.3051 0.4869 0.0641 -1.7333 -3.2943 -1.2769 -0.798
I -1.9722 1.8137 0.3979 1.1732 -0.6710 -0.0724 0.929
C -0.0152 -0.1863 -1.2840 -3.6382 0.8476 1.5669 -0.141
C -0.5698 -1.1525 -0.2795 2.2875 1.8067 1.9476 -0.057
H 0.8514 1.5345 1.3424 0.4381 0.5398 0.4910 0.140
H 1.7281 0.3791 0.5609 1.3900 -0.1773 -0.7968 0.154
H 0.6912 -0.0695 1.7195 0.1435 -0.2747 1.0100 0.157
H 0.9758 -0.1709 -1.5218 2.4209 -0.2469 -1.2657 0.080
H -0.8010 0.1266 -1.9915 1.0529 -0.2193 -0.1545 0.124
H -1.5633 -1.5318 -0.3448 -0.5699 0.1536 -0.1541 0.091
H 0.1174 -1.8213 0.3494 -0.8988 1.0027 -1.2265 0.129
```
Positions in Å, forces in eV/Å.